ORCA calculation (ωB97M-V/def2-TZVPD) on a cluster of 2 separate species, C3H11N6O3P in total in a non-equilibrium geometry.

Summary:
Spin multiplicity: 1
Total energy, Ha: -1016.53060
Kohn-Sham gap, Ha: 0.2801
HOMO, eV: -7.50
ΔE to the lowest compared entry with this formula, charge and spin, kJ/mol: 300.4

Geometry (Å):
C: 2.29 1.22 -0.40
C: -0.73 -1.34 -0.77
C: -0.17 0.97 -0.46
N: 2.55 0.29 0.59
N: 3.13 1.70 -1.25
N: -0.89 -2.11 -1.85
N: -0.07 -0.25 -0.98
N: -1.27 -1.77 0.40
N: 0.98 1.65 -0.36
O: -2.61 1.27 -1.30
O: -2.38 1.26 1.18
O: -1.41 3.29 -0.12
P: -1.72 1.89 -0.08
H: 0.03 0.48 1.83
H: 3.43 -0.11 0.83
H: 1.91 0.25 1.36
H: 4.00 1.08 -1.14
H: -1.10 -1.30 1.29
H: -0.18 -1.98 -2.56
H: -1.38 -3.01 -1.83
H: -3.47 1.10 -1.14
H: -1.71 -2.69 0.47
H: -1.59 0.87 1.75
H: 0.86 2.67 0.04

ORCA calculation (ωB97M-V/def2-TZVPD) on a cluster of 2 separate species, C3H11NO in total in a non-equilibrium geometry.

Summary:
Spin multiplicity: 2
Total energy, Ha: -250.82390
Kohn-Sham gap (spin up / spin down), Ha: 0.0924 / 0.3414
Net charge: -1
HOMO (spin up / spin down), eV: 1.38 / -5.44
ΔE to the lowest compared entry with this formula, charge and spin, kJ/mol: 31.9

Geometry (Å):
C: -1.52 -0.33 -0.14
C: -0.90 0.55 -1.26
C: -1.37 1.99 -1.27
N: -0.67 -1.41 0.32
H: -2.47 -0.71 -0.55
H: -1.80 0.30 0.71
H: -1.17 0.02 -2.17
H: 0.17 0.43 -1.11
H: -2.21 2.10 -1.95
H: -0.60 2.64 -1.72
H: -1.54 2.44 -0.30
H: -0.21 -1.90 -0.44
H: -1.25 -2.07 0.81
H: 3.04 -0.78 1.52
H: 4.47 -1.16 1.77
O: 3.79 -0.57 2.09

ORCA calculation (ωB97M-V/def2-TZVPD) on a cluster of 2 separate species, C3H11NO in total in a non-equilibrium geometry.

Summary:
Spin multiplicity: 1
Total energy, Ha: -250.84293
Kohn-Sham gap, Ha: 0.3908
HOMO, eV: -9.78
ΔE to the lowest compared entry with this formula, charge and spin, kJ/mol: 141.0
SMILES string: CCN.CO

Geometry (Å):
C: -1.54 -1.36 1.71
C: -1.11 -1.35 0.26
N: -1.68 -0.14 -0.45
H: -0.98 -2.10 2.31
H: -2.53 -1.80 1.81
H: -1.44 -0.41 2.22
H: -1.53 -2.22 -0.25
H: -0.04 -1.41 0.06
H: -0.88 0.28 -0.93
H: -2.21 -0.55 -1.21
C: 2.37 1.47 -0.12
O: 1.83 1.28 -1.42
H: 2.47 0.52 0.40
H: 1.62 1.88 0.59
H: 3.17 2.21 -0.16
H: 0.95 1.69 -1.44

ORCA calculation (ωB97M-V/def2-TZVPD) on a cluster of 2 separate species, C3H11NO in total in a non-equilibrium geometry.

Summary:
Spin multiplicity: 1
Total energy, Ha: -250.85538
Kohn-Sham gap, Ha: 0.3974
HOMO, eV: -9.91
ΔE to the lowest compared entry with this formula, charge and spin, kJ/mol: 108.3
SMILES string: NCO.CC

Geometry (Å):
N: 1.14 1.23 -1.74
C: 1.94 0.35 -0.84
O: 2.84 1.05 0.08
H: 0.39 1.45 -1.11
H: 1.68 2.05 -1.97
H: 1.17 -0.13 -0.21
H: 2.43 -0.47 -1.35
H: 3.58 0.45 0.22
C: -3.65 -1.29 1.15
C: -2.10 -1.20 1.14
H: -4.16 -0.82 1.97
H: -3.85 -2.35 1.34
H: -4.07 -1.05 0.16
H: -1.70 -1.81 1.98
H: -1.67 -1.51 0.19
H: -1.88 -0.16 1.38

ORCA calculation (ωB97M-V/def2-TZVPD) on a cluster of 2 separate species, C3H11NO2 in total in a non-equilibrium geometry.

Summary:
Spin multiplicity: 1
Total energy, Ha: -326.10172
Kohn-Sham gap, Ha: 0.3828
HOMO, eV: -9.66
ΔE to the lowest compared entry with this formula, charge and spin, kJ/mol: 78.1
SMILES string: NCCO.CO

Geometry (Å):
N: -0.37 -0.91 -0.54
C: -0.67 -0.42 0.80
C: -0.10 -1.30 1.92
O: -0.34 -0.78 3.20
H: 0.63 -1.10 -0.63
H: -0.87 -1.77 -0.73
H: -1.76 -0.33 0.90
H: -0.23 0.59 0.89
H: -0.51 -2.32 1.83
H: 0.99 -1.36 1.82
H: -1.29 -0.70 3.34
C: 0.85 2.08 -2.17
O: 0.86 0.71 -2.44
H: 1.63 2.55 -2.79
H: -0.11 2.54 -2.42
H: 1.09 2.31 -1.13
H: 0.20 0.21 -1.84

ORCA calculation (ωB97M-V/def2-TZVPD) on a structure of composition C3H11NO2 in a non-equilibrium geometry.

Summary:
Spin multiplicity: 1
Total energy, Ha: -326.04506
Kohn-Sham gap, Ha: 0.3761
HOMO, eV: -9.29
ΔE to the lowest compared entry with this formula, charge and spin, kJ/mol: 226.9

Geometry (Å):
C: -1.64 0.47 0.04
C: -0.16 -0.26 -2.14
N: -0.89 1.47 0.51
O: -0.52 -0.71 -0.84
H: -0.76 2.24 -0.13
H: 0.09 1.04 0.89
H: -2.39 0.68 -0.71
H: -1.90 -0.30 0.76
H: 0.13 0.80 -2.14
H: -1.00 -0.39 -2.82
H: 0.69 -0.84 -2.51
C: 1.59 -0.76 1.87
O: 1.15 0.01 0.77
H: 0.44 -0.54 -0.07
H: 2.24 -1.58 1.54
H: 2.17 -0.13 2.55
H: 0.76 -1.20 2.43

ORCA calculation (ωB97M-V/def2-TZVPD) on a cluster of 3 separate species, C3H11NO2 in total in a non-equilibrium geometry.

Summary:
Spin multiplicity: 1
Total energy, Ha: -325.85121
Kohn-Sham gap, Ha: 0.1873
HOMO, eV: -9.21
ΔE to the lowest compared entry with this formula, charge and spin, kJ/mol: 735.8

Geometry (Å):
C: -0.93 1.67 -0.82
C: 0.11 0.73 -0.27
C: 0.75 -0.89 1.29
N: -0.26 0.05 0.95
H: -1.16 2.57 -0.23
H: -0.57 2.12 -1.74
H: -1.87 1.16 -1.03
H: 1.07 1.22 -0.24
H: 0.24 -0.12 -0.99
H: 0.71 -1.15 2.36
H: 1.76 -0.47 1.21
H: 0.63 -1.78 0.67
H: 3.05 -0.87 -1.34
O: 2.29 -0.72 -0.73
H: -1.18 -0.58 0.76
H: -2.46 -1.91 0.22
O: -2.18 -1.03 -0.09

ORCA calculation (ωB97M-V/def2-TZVPD) on a cluster of 3 separate species, C3H11NO2 in total in a non-equilibrium geometry.

Summary:
Spin multiplicity: 1
Total energy, Ha: -326.07929
Kohn-Sham gap, Ha: 0.3674
HOMO, eV: -9.30
ΔE to the lowest compared entry with this formula, charge and spin, kJ/mol: 137.0
SMILES string: C=CCN.O.O

Geometry (Å):
C: -1.17 0.21 -1.02
C: 0.12 0.55 -1.04
C: 0.72 1.94 -0.95
N: 0.92 2.64 -2.28
H: -1.95 0.96 -0.84
H: -1.40 -0.85 -1.03
H: 0.85 -0.28 -1.10
H: 0.26 2.61 -0.21
H: 1.78 1.76 -0.66
H: 0.09 2.35 -2.78
H: 1.80 2.34 -2.73
O: -5.40 -4.57 2.29
H: -5.25 -3.70 1.91
H: -4.79 -5.18 1.87
O: 4.80 0.26 2.02
H: 4.31 -0.57 2.06
H: 4.87 0.42 2.97

ORCA calculation (ωB97M-V/def2-TZVPD) on a cluster of 3 separate species, C3H11NO2 in total in a non-equilibrium geometry.

Summary:
Spin multiplicity: 1
Total energy, Ha: -326.06667
Kohn-Sham gap, Ha: 0.3784
HOMO, eV: -9.68
ΔE to the lowest compared entry with this formula, charge and spin, kJ/mol: 170.2
SMILES string: C=NCC.O.O

Geometry (Å):
C: -1.89 -0.13 0.31
N: -1.08 -0.59 -0.61
C: 0.32 -0.85 -0.30
C: 1.01 -2.00 -1.12
H: -1.59 -0.24 1.27
H: -2.88 0.33 0.00
H: 0.54 -0.96 0.76
H: 0.85 0.06 -0.57
H: 2.08 -2.09 -0.81
H: 1.00 -1.92 -2.17
H: 0.51 -2.90 -1.06
O: -2.88 3.81 0.84
H: -2.80 4.02 -0.09
H: -3.76 3.37 0.84
O: 3.90 -0.10 0.98
H: 3.58 0.83 0.78
H: 3.09 -0.65 0.96

ORCA calculation (ωB97M-V/def2-TZVPD) on a cluster of 3 separate species, C3H11NO2 in total in a non-equilibrium geometry.

Summary:
Spin multiplicity: 1
Total energy, Ha: -326.05410
Kohn-Sham gap, Ha: 0.3350
HOMO, eV: -8.42
ΔE to the lowest compared entry with this formula, charge and spin, kJ/mol: 203.1
SMILES string: C/C=C/N.O.O

Geometry (Å):
C: -1.60 -0.91 -0.68
C: -0.76 -0.48 0.63
C: -0.66 0.78 1.06
N: 0.05 1.19 2.28
H: -2.26 -1.78 -0.17
H: -2.23 -0.19 -1.28
H: -1.13 -1.37 -1.66
H: -0.34 -1.33 1.19
H: -1.01 1.51 0.35
H: 0.13 0.65 3.12
H: -0.45 2.07 2.58
O: 2.78 -1.88 -0.68
H: 1.94 -1.38 -0.30
H: 2.41 -2.82 -0.55
O: -0.21 1.56 -1.90
H: 0.03 1.83 -2.77
H: 0.10 0.66 -1.92

ORCA calculation (ωB97M-V/def2-TZVPD) on a cluster of 3 separate species, C3H11NO2S in total in a non-equilibrium geometry.

Summary:
Spin multiplicity: 2
Total energy, Ha: -724.25433
Kohn-Sham gap (spin up / spin down), Ha: 0.2586 / 0.1741
Net charge: -1
HOMO (spin up / spin down), eV: -3.09 / -3.04
ΔE to the lowest compared entry with this formula, charge and spin, kJ/mol: 79.7

Geometry (Å):
C: -0.89 -0.48 -0.74
O: -1.76 -1.28 -0.13
C: -0.53 0.76 0.20
C: 0.29 0.21 1.38
S: 2.07 0.09 1.14
N: -1.79 1.35 0.60
H: 0.08 -0.90 -1.00
H: -1.29 0.03 -1.64
H: -1.72 1.96 1.40
H: 0.08 1.43 -0.41
H: -0.16 -0.76 1.65
H: 0.10 0.82 2.26
H: 0.47 -3.42 -0.74
H: -2.50 0.64 0.72
H: -0.10 -3.89 -0.67
H: 3.26 1.41 -1.47
H: 2.06 0.79 -0.86
O: 2.33 1.25 -1.69

ORCA calculation (ωB97M-V/def2-TZVPD) on a cluster of 3 separate species, C3H11NO3 in total in a non-equilibrium geometry.

Summary:
Spin multiplicity: 1
Total energy, Ha: -401.35400
Kohn-Sham gap, Ha: 0.3814
HOMO, eV: -9.78
ΔE to the lowest compared entry with this formula, charge and spin, kJ/mol: 155.0
SMILES string: NCCC=O.O.O

Geometry (Å):
N: 2.38 -0.62 1.95
C: 1.99 -0.80 0.57
C: 0.47 -0.96 0.46
C: 0.05 -1.36 -0.93
O: -0.86 -2.07 -1.25
H: 2.93 0.22 2.08
H: 2.96 -1.36 2.33
H: 2.29 0.06 -0.05
H: 2.50 -1.62 0.05
H: 0.01 0.00 0.69
H: 0.16 -1.72 1.18
H: 0.69 -0.89 -1.72
O: -2.20 1.07 -1.00
H: -3.15 0.99 -1.18
H: -1.99 0.24 -0.55
O: -1.38 3.68 0.11
H: -1.76 2.82 -0.15
H: -0.55 3.52 0.57

ORCA calculation (ωB97M-V/def2-TZVPD) on a cluster of 3 separate species, C3H11NO3 in total in a non-equilibrium geometry.

Summary:
Spin multiplicity: 1
Total energy, Ha: -401.30577
Kohn-Sham gap, Ha: 0.3812
HOMO, eV: -9.69
ΔE to the lowest compared entry with this formula, charge and spin, kJ/mol: 281.7
SMILES string: NCCC=O.O.O

Geometry (Å):
N: 0.77 -1.20 1.86
C: 1.55 -0.35 0.89
C: 0.65 0.41 -0.10
C: -0.08 1.45 0.75
O: 0.63 2.15 1.51
H: 1.32 -1.95 2.41
H: 0.24 -1.99 1.30
H: 2.16 0.45 1.50
H: 2.21 -1.07 0.41
H: -0.13 -0.38 -0.57
H: 1.35 0.84 -0.86
H: -1.22 1.51 0.80
O: 0.13 0.89 -5.30
H: 0.67 1.62 -5.69
H: -0.13 0.32 -5.98
O: -3.12 -2.51 1.41
H: -2.26 -2.61 1.84
H: -3.45 -1.66 1.55

ORCA calculation (ωB97M-V/def2-TZVPD) on a cluster of 2 separate species, C3H11NO3 in total in a non-equilibrium geometry.

Summary:
Spin multiplicity: 1
Total energy, Ha: -401.29842
Kohn-Sham gap, Ha: 0.3602
HOMO, eV: -9.04
ΔE to the lowest compared entry with this formula, charge and spin, kJ/mol: 301.0
SMILES string: NC(CO)CO.O

Geometry (Å):
N: 2.35 -0.22 1.15
C: 1.03 0.14 0.58
C: -0.15 -0.91 1.09
O: -1.38 -0.35 0.76
C: 0.51 1.52 1.13
O: 1.42 2.60 0.88
H: 2.38 -0.31 2.20
H: 3.14 0.12 0.70
H: 1.05 -0.04 -0.52
H: -0.12 -1.19 2.12
H: -0.04 -1.84 0.42
H: -1.83 0.20 1.47
H: 0.26 1.68 2.23
H: -0.43 1.95 0.53
H: 2.33 2.44 1.08
O: -3.89 -1.70 -5.32
H: -3.08 -1.75 -5.93
H: -3.56 -2.33 -4.57

ORCA calculation (ωB97M-V/def2-TZVPD) on a cluster of 3 separate species, C3H11NO3 in total in a non-equilibrium geometry.

Summary:
Spin multiplicity: 1
Total energy, Ha: -401.32506
Kohn-Sham gap, Ha: 0.3676
HOMO, eV: -9.44
ΔE to the lowest compared entry with this formula, charge and spin, kJ/mol: 231.0
SMILES string: C[C@@H](N)C=O.O.O

Geometry (Å):
C: 1.41 1.84 0.94
C: 0.15 0.96 0.82
N: -0.63 1.47 -0.37
C: 0.36 -0.58 0.75
O: 1.30 -0.95 0.05
H: 1.10 2.73 1.37
H: 2.09 1.99 0.14
H: 1.95 1.35 1.70
H: -0.42 1.10 1.68
H: -1.61 1.20 -0.58
H: -0.49 2.49 -0.39
H: -0.26 -1.28 1.47
O: -0.89 -3.24 0.05
H: -0.48 -2.77 -0.73
H: -1.65 -3.61 -0.42
O: -0.87 -1.12 -2.28
H: 0.02 -1.08 -2.62
H: -1.06 -0.49 -1.58

ORCA calculation (ωB97M-V/def2-TZVPD) on a cluster of 3 separate species, C3H11NO3 in total in a non-equilibrium geometry.

Summary:
Spin multiplicity: 2
Total energy, Ha: -400.98196
Kohn-Sham gap (spin up / spin down), Ha: 0.4115 / 0.2068
Net charge: +1
HOMO (spin up / spin down), eV: -14.60 / -14.40
ΔE to the lowest compared entry with this formula, charge and spin, kJ/mol: 183.8

Geometry (Å):
C: 0.78 1.31 1.48
N: 0.07 0.21 0.79
C: 0.57 0.13 -0.60
C: 0.01 -1.01 -1.50
O: 0.70 -1.74 -2.20
H: -0.01 1.97 1.88
H: 1.50 0.82 2.15
H: 1.47 1.80 0.80
H: -0.97 0.38 0.82
H: 1.66 -0.21 -0.49
H: 0.58 0.99 -1.31
H: -1.11 -1.22 -1.48
H: -0.28 -3.95 0.78
H: 0.82 -3.36 -0.18
O: -0.01 -3.19 0.33
H: -1.20 2.11 -0.77
H: -2.46 2.86 0.02
O: -2.12 2.11 -0.50

ORCA calculation (ωB97M-V/def2-TZVPD) on a structure of composition C3H11NO3S in a non-equilibrium geometry.

Summary:
Spin multiplicity: 2
Total energy, Ha: -799.47725
Kohn-Sham gap (spin up / spin down), Ha: 0.2764 / 0.1914
Net charge: -1
HOMO (spin up / spin down), eV: -4.57 / -4.51
ΔE to the lowest compared entry with this formula, charge and spin, kJ/mol: 212.2

Geometry (Å):
C: 0.73 -0.89 -0.07
O: 0.03 -0.85 -1.27
C: 0.20 0.22 1.10
C: -0.86 -0.59 1.98
S: -0.37 -1.72 3.47
N: 1.28 0.88 1.84
H: 0.70 -1.84 0.32
H: 1.69 -0.56 -0.41
H: -0.35 1.10 0.72
H: -1.64 -0.94 1.33
H: -1.30 0.37 2.45
H: 1.80 1.37 1.12
H: 1.77 0.24 2.35
H: -1.01 0.59 -2.69
H: -2.02 -0.19 -1.86
O: -1.99 0.54 -2.51
H: 0.27 0.95 -3.31
H: 0.33 0.11 -1.96
O: 0.74 1.19 -2.60

ORCA calculation (ωB97M-V/def2-TZVPD) on a cluster of 3 separate species, C3H11NO4 in total in a non-equilibrium geometry.

Summary:
Spin multiplicity: 1
Total energy, Ha: -476.58928
Kohn-Sham gap, Ha: 0.3789
HOMO, eV: -9.60
ΔE to the lowest compared entry with this formula, charge and spin, kJ/mol: 232.0
SMILES string: O=CCNCO.O.O

Geometry (Å):
O: 0.58 -0.38 -2.45
C: -0.27 -0.47 -1.60
C: -0.31 -1.44 -0.43
N: -1.18 -1.02 0.63
C: -0.67 -0.33 1.75
O: 0.22 0.78 1.53
H: -1.17 0.18 -1.70
H: 0.68 -1.69 -0.05
H: -0.68 -2.37 -0.89
H: -2.04 -0.61 0.31
H: -1.51 0.04 2.31
H: -0.12 -0.98 2.44
H: 1.09 0.46 1.46
O: 2.26 0.39 -0.39
H: 2.67 1.15 -0.80
H: 1.81 -0.14 -1.07
O: -0.28 2.31 -0.68
H: -1.22 2.30 -0.47
H: 0.10 1.82 0.09

ORCA calculation (ωB97M-V/def2-TZVPD) on a cluster of 3 separate species, C3H11NO4 in total in a non-equilibrium geometry.

Summary:
Spin multiplicity: 1
Total energy, Ha: -476.53658
Kohn-Sham gap, Ha: 0.3511
HOMO, eV: -8.97
ΔE to the lowest compared entry with this formula, charge and spin, kJ/mol: 370.4
SMILES string: C[C@@H](N)C(=O)O.O.O

Geometry (Å):
C: 0.08 1.20 -1.37
C: 0.23 0.35 -0.02
N: 0.06 -1.14 -0.17
C: 1.71 0.37 0.14
O: 2.69 -0.33 0.03
O: 1.99 1.70 0.34
H: -0.99 1.60 -1.64
H: 0.59 2.12 -1.20
H: 0.41 0.64 -2.16
H: -0.23 0.90 0.81
H: 0.75 -1.91 -0.14
H: -0.62 -1.48 -0.82
H: 2.91 2.14 0.28
O: -0.45 0.08 2.91
H: 0.42 -0.35 2.72
H: -0.95 -0.15 3.65
O: -2.98 -2.10 -0.76
H: -2.45 -2.42 -1.66
H: -3.16 -1.21 -0.93

ORCA calculation (ωB97M-V/def2-TZVPD) on a cluster of 2 separate species, C3H11NOS in total.

Summary:
Spin multiplicity: 1
Total energy, Ha: -649.06089
Kohn-Sham gap, Ha: 0.3621
HOMO, eV: -9.30
ΔE to the lowest compared entry with this formula, charge and spin, kJ/mol: 55.5
SMILES string: CCS.NCO

Geometry (Å):
C: -1.59 -1.16 -1.72
C: -1.39 0.29 -1.32
S: -0.42 1.18 -2.59
H: -0.67 -1.74 -1.70
H: -2.00 -1.25 -2.73
H: -2.29 -1.63 -1.04
H: -2.35 0.80 -1.22
H: -0.91 0.39 -0.35
H: -0.38 2.36 -1.95
N: 2.11 0.06 0.97
C: 1.63 -0.23 2.28
O: 0.75 0.74 2.85
H: 1.46 -0.22 0.26
H: 2.41 1.01 0.82
H: 1.13 -1.20 2.25
H: 2.45 -0.29 2.99
H: 0.05 0.90 2.19